This record from the Open Molecules 2025 dataset describes a structure of composition C13H23N2O3PPb at a distorted geometry. The level of theory is ωB97M-V/def2-TZVPD.

Each line ends with the natural charge from an NBO analysis.
Geometry (Å):
C -2.566 -1.142 2.804  -0.205
C -1.417 -1.883 2.553  -0.219
C -0.339 -1.354 1.802  -0.039
C -0.405 -0.013 1.431  -0.499
C -1.580 0.723 1.589  -0.053
C -2.644 0.160 2.313  -0.217
C 0.853 -2.221 1.450  -0.458
C 1.498 -2.136 0.028  -0.198
N 0.886 -3.039 -0.937  -0.423
Pb 1.407 1.014 0.441  1.152
C -1.717 2.065 0.860  -0.728
P -0.842 1.978 -0.772  0.871
H -1.354 -2.905 2.917  0.210
H -3.540 0.758 2.452  0.206
H -3.411 -1.565 3.365  0.221
H -1.214 2.880 1.415  0.248
H -2.763 2.367 0.682  0.239
H 1.657 -2.005 2.183  0.231
H 0.592 -3.278 1.641  0.238
H 1.498 -1.153 -0.504  0.134
C -0.892 3.627 -1.567  -0.952
C -1.969 0.908 -1.738  -0.947
H 2.567 -2.425 0.143  0.217
C -0.480 -2.655 -1.301  -0.424
C 1.747 -3.131 -2.125  -0.416
H 2.916 2.020 -1.044  0.035
H -0.832 -3.415 -2.011  0.207
H -1.120 -2.630 -0.412  0.215
H -0.580 -1.667 -1.802  0.155
H 1.317 -3.882 -2.792  0.206
H 1.863 -2.180 -2.688  0.164
H 2.746 -3.431 -1.787  0.205
H -2.961 1.351 -1.920  0.242
H -1.495 0.701 -2.708  0.243
H -2.121 -0.061 -1.244  0.263
H -1.893 4.064 -1.717  0.243
H -0.289 4.345 -0.990  0.266
H -0.409 3.556 -2.555  0.253
H 2.471 1.890 -1.677  -0.013
O 3.548 4.670 0.897  -0.460
N 3.708 3.451 1.037  0.707
O 4.825 2.871 0.842  -0.497
O 2.733 2.773 1.449  -0.624

Atomic forces in eV per Å
C 0.1 0.3 0.1
C 0.4 -0.2 -0.5
C -0.9 0.0 0.7
C -0.1 0.3 -0.6
C -0.6 -0.5 0.3
C 0.0 0.5 -0.5
C 0.5 0.0 0.3
C -0.2 -0.7 0.0
N 0.2 0.3 -0.3
Pb 0.8 -1.0 0.7
C 0.1 0.5 0.2
P -0.9 0.1 0.2
H -0.1 0.0 -0.1
H -0.1 -0.2 0.0
H 0.5 0.2 -0.3
H -0.3 -0.2 -0.1
H 0.3 -0.2 0.3
H -0.3 0.0 -0.3
H 0.2 0.4 -0.3
H 0.0 0.0 0.7
C 0.0 0.4 -0.2
C 0.0 -0.3 -0.5
H -0.6 0.2 -0.2
C 0.2 -0.3 0.0
C -0.2 -0.1 0.4
H -0.3 0.1 -1.9
H -0.2 0.2 0.2
H 0.1 -0.1 -0.2
H 0.4 -0.2 0.1
H 0.2 0.1 0.0
H -0.2 -0.1 0.2
H -0.2 -0.1 -0.3
H 0.4 0.1 0.2
H -0.2 0.1 0.2
H 0.2 0.4 0.1
H 0.2 -0.4 0.2
H -0.2 -0.3 0.0
H -0.2 -0.1 0.3
H 1.2 0.6 0.6
O 0.3 -0.8 -0.2
N 2.6 1.0 -0.3
O -2.1 0.9 0.1
O -1.3 -0.7 0.7

Summary:
E: -1378.342188 Eh
Gap between HOMO and LUMO: 0.273 hartree

***

This record from the Open Molecules 2025 dataset describes a cluster of 2 separate species, C13H24B3F2N2O7Si in total at a distorted geometry. The level of theory is ωB97M-V/def2-TZVPD.

Each line ends with the natural charge from an NBO analysis.
Geometry (Å):
C 3.627 3.393 1.359  -0.260
O 3.073 3.719 0.073  -0.762
B 2.551 2.529 -0.459  0.862
O 3.322 1.914 -1.459  -0.946
Si 0.853 1.676 0.151  0.597
C -0.696 2.208 -0.816  -0.841
C -1.370 3.494 -0.257  -0.386
C -2.695 3.238 0.480  -0.407
C -2.602 2.177 1.602  -0.209
N -3.213 0.924 1.160  -0.341
C -2.545 -0.258 1.147  -0.071
C -3.360 -1.220 0.649  -0.287
C -4.611 -0.594 0.367  -0.303
C -4.475 0.717 0.701  -0.086
B 1.173 -0.298 0.203  0.784
O 0.444 -1.126 -0.650  -0.925
N 2.148 -0.791 1.168  -0.749
C 2.803 -2.046 0.741  -0.417
C 1.614 -0.863 2.531  -0.402
H 4.644 3.777 1.461  0.188
H 2.987 3.808 2.145  0.185
H 3.677 2.305 1.536  0.175
H 4.033 1.458 -0.983  0.499
H 0.648 2.117 1.566  -0.173
H -1.392 1.367 -0.916  0.252
H -0.371 2.436 -1.840  0.237
H -0.668 4.086 0.342  0.195
H -1.614 4.127 -1.120  0.201
H -3.449 3.001 -0.273  0.215
H -3.011 4.182 0.944  0.199
H -3.132 2.537 2.491  0.194
H -1.571 1.966 1.886  0.223
H -1.529 -0.437 1.470  0.212
H -3.154 -2.267 0.488  0.234
H -5.527 -0.996 -0.041  0.217
H -5.152 1.559 0.666  0.200
H 0.720 -0.932 -1.559  0.508
H 2.547 -2.875 1.407  0.196
H 2.582 -2.328 -0.288  0.239
H 3.891 -1.893 0.797  0.176
H 1.162 -1.836 2.761  0.191
H 0.827 -0.121 2.712  0.200
H 2.424 -0.646 3.241  0.182
B 0.314 -4.616 -4.236  1.253
O 1.557 -4.354 -3.451  -0.660
C 1.338 -4.689 -2.196  0.675
O 2.141 -4.598 -1.303  -0.600
C -0.090 -5.204 -2.065  0.671
O -0.608 -5.591 -1.051  -0.582
O -0.667 -5.155 -3.250  -0.658
F 0.563 -5.555 -5.236  -0.547
F -0.161 -3.429 -4.795  -0.548

Atomic forces in eV per Å
C -0.4 0.1 0.4
O 0.3 -0.8 0.4
B 0.7 0.9 -1.0
O -0.4 -0.2 0.8
Si -0.9 0.0 0.4
C 0.3 0.4 -0.2
C -0.3 -0.2 -0.7
C 0.8 0.7 0.5
C -1.0 0.1 -0.6
N 1.2 0.2 0.8
C 0.6 -0.9 0.0
C -1.2 -0.6 -0.4
C -0.2 -0.2 -0.1
C -0.2 1.0 0.1
B -0.3 -0.2 0.2
O 1.5 0.2 -0.1
N -1.4 -0.9 -0.8
C 0.8 0.2 0.4
C 0.5 0.6 0.4
H -0.1 0.1 -0.2
H 0.2 0.0 0.0
H 0.0 0.2 -0.1
H 0.2 0.0 -0.5
H 0.0 0.1 0.1
H 0.0 0.1 0.2
H 0.0 -0.2 0.1
H -0.1 -0.2 0.1
H 0.0 0.1 0.2
H 0.0 -0.3 0.3
H 0.0 -0.1 -0.2
H 0.1 -0.1 -0.1
H -0.1 0.0 -0.1
H 0.0 0.6 0.0
H 0.3 0.1 0.1
H 0.2 -0.3 0.0
H -0.1 -0.2 -0.1
H -0.7 -0.2 -0.2
H -0.1 0.0 -0.2
H -0.2 0.0 0.2
H -0.1 -0.2 0.1
H 0.2 0.0 -0.1
H 0.2 0.1 -0.2
H -0.2 -0.3 0.1
B -0.2 0.1 -0.9
O -0.3 -0.1 0.4
C 0.9 0.4 -0.2
O -0.1 0.0 0.1
C -1.0 -0.3 0.0
O 0.2 0.0 0.1
O 0.4 0.1 0.3
F 0.0 0.1 0.2
F 0.1 -0.1 0.1

Summary:
E: -1710.127424 Eh
Gap between HOMO and LUMO: 0.313 hartree
Net charge: -1

***

This record from the Open Molecules 2025 dataset describes a structure of composition C13H24Cl2MgNO4P2 at a distorted geometry. The level of theory is ωB97M-V/def2-TZVPD.

Each line ends with the natural charge from an NBO analysis.
Geometry (Å):
Mg -0.547 -0.143 0.919  1.695
P -2.775 0.176 0.218  0.685
C -2.324 0.517 -1.555  -0.749
C -0.924 1.009 -1.847  0.245
N 0.065 0.726 -0.985  -0.582
C 1.324 1.086 -1.276  0.243
C 1.591 1.711 -2.502  -0.241
C 0.576 2.020 -3.408  -0.125
C -0.717 1.688 -3.046  -0.232
C 2.478 0.814 -0.315  -0.765
P 2.763 -0.882 0.315  1.193
H -1.561 1.908 -3.691  0.239
H 2.617 1.976 -2.725  0.227
H 0.778 2.571 -4.340  0.246
H 3.415 1.079 -0.840  0.264
H 2.346 1.478 0.558  0.313
H -2.486 -0.397 -2.060  0.285
H -3.101 1.203 -1.937  0.250
H -0.982 -2.437 -1.430  0.487
O -1.622 -2.651 -2.103  -0.949
H -1.132 -2.391 -2.898  0.467
H 1.651 -1.651 0.841  0.167
O 0.116 -1.940 0.485  -1.328
H -0.163 -2.819 0.817  0.489
C 3.174 -1.996 -1.036  -0.948
H 4.105 -1.649 -1.531  0.253
H 3.298 -2.997 -0.599  0.272
H 2.321 -1.999 -1.741  0.272
C 4.007 -0.846 1.608  -0.963
H 3.831 -1.707 2.270  0.276
H 5.009 -0.931 1.138  0.260
H 3.904 0.069 2.212  0.282
C -3.579 1.652 0.869  -0.936
H -4.386 1.955 0.204  0.240
H -3.962 1.377 1.856  0.260
H -2.816 2.436 0.982  0.265
C -3.957 -1.176 0.155  -0.943
H -4.047 -1.579 1.174  0.256
H -4.920 -0.819 -0.187  0.244
H -3.591 -1.963 -0.507  0.279
Cl -1.210 -0.887 3.460  -0.096
C -0.019 0.380 4.149  -0.277
Cl 1.594 -0.280 4.358  0.013
C 0.065 1.613 3.198  0.750
O -0.110 2.702 3.707  -0.573
O 0.325 1.293 1.952  -0.968
H -0.425 0.703 5.113  0.257

Atomic forces in eV per Å
Mg 1.4 -0.6 0.7
P 0.4 0.1 -0.6
C -0.9 1.3 0.9
C -0.3 0.1 0.0
N 0.0 0.0 0.2
C 0.0 0.0 -1.3
C 0.4 -0.1 0.3
C 0.1 0.3 0.3
C 0.2 -0.2 -0.1
C -0.2 0.3 -0.1
P -0.4 -0.6 0.4
H 0.1 0.0 0.1
H 0.0 0.0 -0.1
H 0.0 -0.5 0.5
H -0.3 0.0 0.3
H 0.1 -0.3 -0.1
H 0.0 -1.2 -0.6
H 0.5 0.0 -0.1
H 0.5 0.0 1.1
O 0.1 0.3 -0.8
H -0.4 -0.3 -0.1
H -0.4 1.0 -0.2
O -0.7 -0.9 0.2
H 0.1 0.9 -0.2
C 0.6 0.5 -0.3
H -0.5 -0.5 0.1
H 0.0 0.3 -0.3
H 0.5 0.0 0.3
C 0.9 0.1 -0.2
H 0.1 0.2 -0.3
H -0.4 0.2 0.6
H 0.1 -0.3 -0.3
C 0.0 -0.1 -0.1
H -0.1 0.2 0.2
H -0.1 0.2 -0.1
H -0.4 -0.1 0.0
C -0.2 -0.1 0.3
H -0.1 0.1 -0.3
H -0.3 -0.1 -0.1
H 0.0 0.1 0.1
Cl 0.8 0.7 0.5
C -0.6 0.3 -0.1
Cl -0.1 -0.3 0.0
C -0.2 -0.3 -0.5
O 0.3 -0.8 -0.6
O -0.3 0.3 0.8
H 0.1 -0.4 -0.3

Summary:
E: -2668.592482 Eh
Gap between HOMO and LUMO: 0.348 hartree
Net charge: +1

***

This record from the Open Molecules 2025 dataset describes a structure of composition C13H24Cl2NNiO4P2 at a distorted geometry. The level of theory is ωB97M-V/def2-TZVPD.

Each line ends with the Löwdin spin population.
Geometry (Å):
Ni -0.139 0.107 0.293  0.832
P -1.950 -0.888 -0.330  0.087
C -2.486 0.462 -1.354  0.467
C -1.901 1.724 -1.075  0.029
N -0.791 1.736 -0.224  0.148
C -0.259 2.876 0.270  0.001
C -0.772 4.106 -0.119  0.129
C -1.807 4.134 -1.060  -0.014
C -2.343 2.969 -1.557  0.112
C 0.899 2.732 1.237  -0.007
P 1.620 1.042 1.042  0.023
H -3.126 2.957 -2.318  0.004
H -0.331 5.019 0.279  0.007
H -2.188 5.090 -1.400  -0.003
H 1.688 3.478 1.054  -0.002
H 0.595 2.795 2.296  -0.002
H -0.123 -1.085 -5.956  0.000
H -3.236 0.387 -2.154  0.020
H 3.765 -1.905 -1.515  0.000
O 0.278 -0.853 -5.109  0.000
H 0.531 0.081 -5.209  0.000
H 0.445 -1.851 1.278  0.031
O 3.777 -1.708 -2.449  0.000
H 2.876 -1.858 -2.793  0.000
C 2.946 1.311 -0.161  0.003
H 3.621 2.092 0.208  0.000
H 3.499 0.379 -0.325  0.001
H 2.513 1.629 -1.117  0.000
C 2.377 0.637 2.624  0.010
H 2.682 -0.416 2.640  0.001
H 3.250 1.274 2.798  0.002
H 1.635 0.812 3.411  0.000
C -3.185 -1.168 0.970  0.030
H -3.937 -1.875 0.605  0.001
H -2.713 -1.559 1.882  0.002
H -3.645 -0.197 1.173  0.001
C -1.784 -2.393 -1.331  0.021
H -1.254 -3.167 -0.753  0.003
H -2.780 -2.760 -1.608  0.002
H -1.211 -2.154 -2.236  0.000
Cl 0.281 -4.611 0.986  0.002
C 0.807 -3.923 2.550  0.001
Cl 2.420 -3.123 2.445  0.003
C -0.207 -2.878 2.899  0.005
O -0.957 -2.931 3.827  0.003
O -0.195 -1.834 2.041  0.047
H 0.815 -4.691 3.342  0.000

Atomic forces in eV per Å
Ni 0.4 -1.5 0.6
P 0.8 -0.6 0.0
C -0.6 0.5 -0.7
C 1.2 0.5 0.7
N -1.1 1.5 -0.2
C -0.5 -0.4 -0.4
C 0.0 0.1 -0.1
C 0.2 0.3 0.1
C -0.6 -0.5 -0.5
C 0.4 -0.2 0.0
P 0.3 0.1 -0.2
H 0.2 0.2 0.3
H -0.2 -0.2 -0.1
H 0.0 -0.1 0.0
H -0.4 0.0 0.1
H -0.2 0.2 -0.4
H 0.1 0.0 0.1
H 0.3 0.1 0.4
H -0.2 -0.2 0.2
O 0.0 0.5 -0.1
H -0.1 -0.5 0.0
H -0.4 -0.6 1.1
O -0.5 0.2 -0.6
H 0.6 0.0 0.3
C 0.3 0.1 0.1
H 0.0 -0.2 -0.2
H -0.1 0.3 0.0
H 0.1 -0.1 0.2
C 0.4 0.3 0.2
H -0.1 0.3 0.0
H -0.1 -0.1 0.1
H 0.2 -0.1 -0.1
C -0.3 -0.2 -0.2
H 0.0 0.2 0.2
H -0.1 0.2 -0.4
H -0.1 -0.2 0.2
C -0.6 -0.1 -0.2
H -0.3 0.4 -0.2
H 0.3 -0.1 -0.1
H -0.1 -0.1 0.2
Cl 0.4 -0.2 0.4
C 0.4 -0.6 0.2
Cl -0.4 -0.7 0.0
C -0.1 0.7 0.0
O 0.3 0.0 -0.5
O -0.2 0.5 -0.2
H 0.2 0.3 -0.6

Summary:
E: -3976.651283 Eh
Spin multiplicity: 3
Gap between HOMO and LUMO (alpha / beta): 0.304 / 0.251 hartree
Energy relative to the best compared isomer or geometry (same formula, charge and spin): 0.196 eV
Net charge: +1

***

This record from the Open Molecules 2025 dataset describes a structure of composition C13H24F5N3NbORb at a distorted geometry. The level of theory is ωB97M-V/def2-TZVPD.

Each line ends with the Löwdin charge.
Geometry (Å):
N 2.017 -0.305 0.905  -0.333
C 3.125 -0.981 1.223  -0.153
O 4.090 -1.200 0.440  -0.131
Rb 2.816 -0.636 -1.303  1.215
Nb 0.184 -0.035 0.590  1.808
N -0.378 -1.523 -0.676  -0.256
N -0.124 1.670 -0.428  -0.230
C -0.241 -2.970 -0.338  -0.629
C 0.496 3.016 -0.526  -0.627
C 0.951 -3.578 -1.115  -0.036
C -1.538 -3.738 -0.670  -0.020
C 0.036 -3.096 1.171  -0.047
C 0.196 3.644 -1.905  -0.026
C -0.039 3.931 0.599  -0.015
C 2.019 2.879 -0.373  -0.053
H 0.858 -3.394 -2.201  0.091
H 1.009 -4.670 -0.965  0.118
H 1.900 -3.145 -0.749  0.040
H -2.402 -3.259 -0.176  0.105
H -1.464 -4.777 -0.306  0.112
H -1.734 -3.777 -1.755  0.096
H 0.934 -2.521 1.466  0.046
H 0.223 -4.150 1.441  0.124
H -0.826 -2.741 1.759  0.086
H 0.504 2.960 -2.716  0.097
H 0.752 4.590 -2.018  0.112
H -0.877 3.872 -2.030  0.096
H -1.140 4.002 0.563  0.090
H 0.368 4.953 0.503  0.112
H 0.248 3.528 1.584  0.088
H 2.271 2.355 0.564  0.070
H 2.498 3.873 -0.369  0.116
H 2.432 2.310 -1.230  0.060
C -1.529 1.588 -0.837  -0.141
H -1.936 0.589 -0.563  0.071
H -2.177 2.335 -0.335  0.113
H -1.665 1.674 -1.933  0.109
C -0.966 -1.238 -1.987  -0.123
H -2.057 -1.433 -2.020  0.116
H -0.801 -0.177 -2.237  0.055
H -0.501 -1.845 -2.792  0.107
F 0.494 1.177 3.279  0.059
C -0.189 0.086 2.771  -0.454
F 0.265 -1.056 3.404  0.050
C -1.680 0.261 3.018  -0.489
F -1.927 0.348 4.376  0.162
F -2.119 1.418 2.401  0.119
F -2.371 -0.817 2.497  0.117

Atomic forces in eV per Å
N 5.2 -3.3 6.0
C 0.1 3.6 -8.2
O -2.2 -1.0 8.6
Rb -0.3 0.6 -6.9
Nb -3.2 0.9 -3.3
N 0.7 1.2 1.5
N 0.2 -1.7 1.6
C 0.0 -0.8 0.3
C 0.6 1.0 -0.1
C -0.1 0.2 -0.2
C -0.2 0.1 -0.1
C -0.1 0.2 -0.1
C -0.2 -0.2 -0.1
C -0.3 -0.2 0.1
C -0.1 -0.3 -0.1
H 0.1 -0.2 0.4
H -0.1 0.5 0.0
H -0.2 -0.3 -0.1
H 0.3 -0.2 -0.2
H 0.0 0.5 -0.1
H 0.1 0.0 0.4
H -0.3 -0.3 0.0
H -0.1 0.5 -0.1
H 0.3 -0.2 -0.1
H -0.1 0.3 0.2
H -0.2 -0.4 0.1
H 0.4 0.0 0.1
H 0.5 0.1 0.0
H -0.1 -0.5 0.0
H -0.1 0.2 -0.3
H 0.0 0.3 -0.2
H -0.2 -0.5 0.1
H -0.1 0.3 0.3
C -0.7 0.0 0.0
H -0.1 0.3 0.0
H 0.5 -0.3 -0.2
H 0.2 -0.1 0.6
C -0.2 0.3 -0.8
H 0.6 0.0 0.2
H -0.1 -0.6 -0.1
H -0.2 0.2 0.5
F -0.6 -0.9 -0.5
C 0.4 -0.1 0.3
F -0.4 1.0 -0.3
C -1.4 0.4 2.4
F 0.1 -0.1 -2.7
F 0.6 -1.7 0.6
F 0.9 1.6 0.4

Summary:
E: -1328.947742 Eh
Gap between HOMO and LUMO (alpha / beta): 0.201 / 0.201 hartree
Net charge: +2

***

What is the formula in the first record? C13H23N2O3PPb

***

Look up the E of the fourth one. -3976.651283 Eh